19
Properties=species:S:1:pos:R:3:mulliken_charge:R:1 method="wB97M-V/def2-TZVPD" largest_force_ev_per_a=3.56 lumo_energy_ev="0.24 / -1.66" e_above_lowest_kcal_mol=77.74 orbital_gap_ev="8.2498 / 6.8430"
C 0.7578 0.0456 1.7340 -0.670
C 0.8650 -0.2283 0.4136 0.500
C -0.1186 1.2176 2.0214 -0.430
C -0.3534 1.9398 0.7675 -0.743
C 1.7639 -1.3874 -0.1292 -0.961
C -2.1315 -1.4897 -2.6202 -0.936
P -0.3448 0.7125 -0.5949 0.037
S 0.1875 1.3885 -2.3968 -0.329
H 1.2620 -0.4815 2.5057 0.387
H -1.0710 0.7312 2.4631 0.237
H 0.3618 1.9740 2.7870 0.283
H -1.1161 2.5951 1.0194 0.468
H 0.4817 2.5965 0.6088 0.347
H 1.2353 -2.1680 -0.7081 0.329
H 2.0143 -1.8545 0.8505 0.274
H 2.7078 -0.9156 -0.5072 0.269
H -1.0650 -1.5526 -2.7929 0.328
H -2.6328 -2.3719 -2.3625 0.322
H -2.8039 -0.7512 -3.0593 0.289

***

23
Properties=species:S:1:pos:R:3:mulliken_charge:R:1 method="wB97M-V/def2-TZVPD" largest_force_ev_per_a=2.60 lumo_energy_ev=-3.96 e_above_lowest_kcal_mol=66.65 orbital_gap_ev=8.7552 total_charge=+1
C -2.5502 0.1348 0.1119 -0.528
C -2.0003 1.3706 0.1988 -0.331
C -0.4094 -0.0475 -0.4070 -0.286
C 2.2215 -0.9467 1.0474 -0.883
C -1.7479 -2.1322 -0.4760 -0.953
C 0.2674 2.3212 -0.1791 -0.847
C 2.0797 -0.6223 -0.3783 0.133
N -1.5481 -0.7250 -0.2578 0.235
N -0.6764 1.2370 -0.1215 0.227
O 2.6205 0.4140 -0.9355 -0.378
H -3.5529 -0.1978 0.2785 0.470
H -2.4372 2.3111 0.4614 0.411
H 2.2176 -0.0617 1.6815 0.311
H 3.1869 -1.4486 1.1773 0.374
H 1.4591 -1.6437 1.3778 0.316
H -1.9886 -2.6316 0.4646 0.353
H -2.5788 -2.2815 -1.1672 0.369
H -0.8472 -2.5672 -0.9008 0.309
H 0.7912 2.3118 -1.1337 0.377
H -0.2602 3.2677 -0.0760 0.296
H 0.9897 2.2455 0.6378 0.226
H 1.8231 -1.3969 -1.0895 0.379
H 2.9404 1.0891 -0.3146 0.421

***

103
Properties=species:S:1:pos:R:3:mulliken_charge:R:1 method="wB97M-V/def2-TZVPD" largest_force_ev_per_a=4.94 lumo_energy_ev=0.28 orbital_gap_ev=9.3139
C 0.0422 0.7506 1.0626 0.093
C 0.3539 -0.2071 -0.1106 0.318
N 1.5110 -0.8389 -0.1037 1.103
O -0.4802 -0.3946 -1.0035 -0.081
H -0.9014 1.1985 0.7507 -0.262
H 0.7071 1.6040 1.1959 -0.350
H -0.0465 0.2468 2.0251 0.076
H 1.9048 -1.4492 -0.8056 -0.396
H 1.9549 -0.7799 0.8016 -0.122
C -3.5024 5.4040 -2.4785 -1.181
C -2.3604 4.8896 -1.6398 0.842
N -2.4645 3.6847 -1.0995 0.155
O -1.4319 5.5919 -1.4420 -0.619
H -3.4174 6.4201 -2.8637 0.349
H -4.4999 5.2943 -2.0530 0.283
H -3.4629 4.8842 -3.4358 0.283
H -1.8414 3.4422 -0.3425 -0.088
H -3.2057 3.0345 -1.3183 0.060
C -3.8869 0.3395 -0.5441 -0.634
C -5.0628 1.3746 -0.5993 0.339
N -6.0891 1.3163 0.1707 -0.337
O -4.9170 2.3696 -1.3012 -0.770
H -3.0882 0.6073 -1.2359 -0.047
H -4.2597 -0.5778 -0.9999 0.485
H -3.5769 0.1468 0.4829 0.396
H -5.9734 0.7285 0.9839 0.212
H -6.8733 1.9523 0.1455 0.253
C 4.5231 0.0986 4.0370 -0.946
C 3.8396 0.2937 2.6963 0.614
N 4.2271 1.2685 1.9282 -0.098
O 2.9421 -0.4419 2.3559 -0.745
H 3.7495 0.3731 4.7541 0.050
H 5.4545 0.6067 4.2868 0.444
H 4.7390 -0.9624 4.1627 0.187
H 3.7962 1.5196 1.0499 0.126
H 5.1604 1.6368 2.0444 0.256
C -2.1774 -2.6310 1.2053 0.151
C -3.1387 -3.5987 1.7979 0.231
N -2.7846 -4.8898 1.9740 -0.355
O -4.1455 -3.1470 2.2921 -0.635
H -2.6968 -1.8873 0.6008 -0.231
H -1.2648 -3.0347 0.7667 0.096
H -1.7399 -2.1305 2.0691 0.216
H -3.3413 -5.4306 2.6202 0.232
H -2.0966 -5.3609 1.4041 0.186
C 1.5356 3.7784 -1.3358 -0.682
C 2.9183 3.1505 -1.4455 0.430
N 3.7144 3.8151 -2.2568 -0.382
O 3.2596 2.2094 -0.7151 -0.732
H 1.5858 4.8301 -1.0536 0.593
H 0.9898 3.3265 -0.5075 -0.189
H 0.8492 3.8065 -2.1820 0.324
H 3.3336 4.6621 -2.6539 0.201
H 4.6866 3.5562 -2.3459 0.264
C -3.3251 -3.8253 -3.8167 -1.247
C -2.4881 -2.7065 -3.2889 0.809
N -1.6126 -2.9265 -2.3872 0.237
O -2.6473 -1.6386 -3.8068 -0.599
H -2.8588 -4.8047 -3.7104 0.363
H -3.4354 -3.6498 -4.8868 0.306
H -4.2862 -4.0552 -3.3567 0.291
H -1.2797 -2.1155 -1.8856 -0.331
H -1.3645 -3.8874 -2.1996 0.228
Cl -0.4175 2.7272 -4.8076 -0.240
C -0.0703 1.3046 -3.7566 0.315
C -0.0295 -0.0409 -4.5557 0.818
Cl 1.5630 -0.2037 -5.2158 -0.230
H -0.8286 1.2964 -2.9736 -0.348
H 0.8770 1.4626 -3.2410 0.067
H -0.7609 -0.2004 -5.3480 0.478
H -0.1949 -0.8383 -3.8313 -0.988
Cl -0.6480 -0.1047 5.7445 -0.187
C 1.0618 -0.2086 5.2421 0.220
C 1.8160 -1.5180 5.7609 -0.288
Cl 0.9542 -3.0649 5.2688 -0.217
H 1.5923 0.5612 5.8024 0.335
H 1.0924 -0.2318 4.1528 -0.339
H 1.7780 -1.4454 6.8478 0.436
H 2.8203 -1.6788 5.3687 0.057
Cl 1.1277 3.8143 2.3679 -0.091
C -0.1144 5.0703 2.7955 -0.538
C -1.1270 4.4786 3.7570 -0.527
Cl -1.9699 3.1278 3.0326 -0.106
H -0.6354 5.4196 1.9042 0.225
H 0.3452 5.9571 3.2320 0.406
H -1.9049 5.2295 3.8952 0.323
H -0.7341 4.1758 4.7276 0.324
Cl 4.0247 -6.1592 2.4802 -0.211
C 3.7239 -4.3830 2.2223 -0.110
C 3.2086 -4.1452 0.7569 0.131
Cl 1.6684 -4.8020 0.4391 -0.119
H 4.5941 -3.7758 2.4716 0.336
H 3.0298 -3.9498 2.9424 0.051
H 3.9298 -4.6693 0.1298 0.406
H 3.0717 -3.1021 0.4719 -0.485
Cl 3.4086 -2.6451 -2.2208 -0.156
C 2.9580 -3.2583 -3.8982 -0.499
C 1.4377 -3.3804 -4.0014 0.387
Cl 0.9464 -4.8890 -3.1923 -0.202
H 3.4558 -4.2231 -3.9958 0.396
H 3.2826 -2.5786 -4.6860 0.315
H 1.0622 -3.3710 -5.0246 0.439
H 0.8521 -2.5984 -3.5180 -0.608